C27H42BBrN4O8PS | the ωB97M-V functional and the def2-TZVPD basis

Lowest unoccupied orbital energy ... -4.265 eV
Charge ... +1
DFT total energy ... -5213.15785 a.u.
Frontier orbital gap ... 7.19 eV

Geometry as XYZ:
```
85
Properties=species:S:1:pos:R:3:mulliken_charge:R:1
C -4.5025 1.1083 1.9376 -1.01
C -5.4191 0.0963 1.1831 -0.10
O -5.8321 0.5278 -0.0969 -0.47
C -4.8066 0.3688 -1.0650 -0.32
C -4.5743 -1.1211 -1.4858 -1.03
C -3.0901 -1.5820 -1.2117 0.57
C -2.6409 -2.5131 -2.3627 -1.40
C -1.0998 -2.3901 -2.7474 -0.59
C -0.2874 -2.0112 -1.5392 0.03
C -0.1935 -3.0492 -0.6334 0.72
N -0.8652 -4.3118 -0.8623 -0.62
C -0.1074 -5.1441 -1.3546 0.38
S 0.9087 -6.2181 -1.8351 -0.31
C 0.5563 -2.9847 0.5638 -0.12
O 0.5538 -4.0984 1.3406 -0.47
C -0.7038 -4.2677 2.0376 0.18
C -0.5968 -4.0413 3.5622 -1.35
C 1.2702 -1.8437 0.9406 0.52
C 2.0324 -2.1049 2.2317 -0.65
N 3.0565 -3.1641 1.9218 -0.50
C 1.1570 -0.7140 0.0735 0.19
C 1.8032 0.5482 0.4240 1.37
C 2.5620 0.7980 1.7142 -2.24
C 4.0029 0.2343 1.6494 -0.04
O 4.6185 0.8019 0.4725 -0.61
C 4.8504 0.6616 2.8699 -0.90
N 4.9224 2.1184 3.0628 -0.48
C 1.7087 1.5972 -0.4871 0.61
C 2.3601 2.9141 -0.0946 -1.32
B 1.3868 3.8390 0.8225 0.75
O 1.2025 5.1610 0.4729 -0.69
O 0.7156 3.3417 1.9194 -0.58
N 1.0230 1.4690 -1.6783 0.14
C 1.0857 2.6551 -2.5304 -1.49
O 0.2787 3.7105 -2.0481 -0.10
C 0.1092 4.7145 -3.0056 0.63
C 0.5868 6.1149 -2.5833 -1.07
O -0.4083 4.5475 -4.0743 -0.49
C 0.3467 0.3432 -2.0096 0.84
P -0.5742 0.6650 -3.6472 0.03
O -2.1220 0.1224 -3.4416 -0.28
Br 0.4935 -0.5425 -5.2485 -0.23
C 0.3916 -0.7947 -1.1711 0.32
H -3.5435 0.6272 2.1966 0.21
H -4.2617 2.0030 1.3479 0.28
H -5.0035 1.4062 2.8673 0.34
H -6.3294 -0.0289 1.7875 0.41
H -4.9350 -0.8966 1.1476 0.11
H -3.8855 0.8299 -0.6567 0.11
H -5.0878 0.9762 -1.9394 0.31
H -5.3173 -1.7847 -1.0266 0.45
H -4.7512 -1.1297 -2.5738 0.35
H -3.1341 -2.1396 -0.2647 0.31
H -2.5234 -0.6460 -1.1459 -0.11
H -3.1891 -2.3453 -3.3015 0.65
H -2.8825 -3.5487 -2.0803 0.44
H -0.8309 -3.4215 -3.0275 0.45
H -1.0501 -1.8442 -3.6784 -0.16
H -1.4321 -3.5450 1.6294 -0.06
H -1.1512 -5.2572 1.8651 0.46
H -1.4054 -4.5139 4.1269 0.43
H -0.6279 -2.9503 3.7347 0.30
H 0.4068 -4.3580 3.8827 0.28
H 1.3471 -2.6141 2.9214 -0.25
H 2.5434 -1.3472 2.8104 0.36
H 3.9839 -2.7535 1.8819 0.24
H 3.0700 -3.8252 2.6918 0.28
H 2.6649 1.8377 2.0262 0.64
H 1.9456 0.3747 2.5214 1.04
H 4.0789 -0.8507 1.5264 0.15
H 5.4640 1.1890 0.7302 0.47
H 5.8792 0.3082 2.6710 0.46
H 4.4264 0.1585 3.7572 0.34
H 5.8684 2.3937 3.2838 0.30
H 4.5588 2.6262 2.2675 0.23
H 2.6596 3.5666 -0.9202 0.33
H 3.2932 2.7517 0.4584 -0.14
H 0.2651 5.3209 0.3047 0.30
H 0.3418 2.4667 1.7535 0.35
H 0.8438 2.5185 -3.5881 0.78
H 2.1543 2.9251 -2.6029 0.46
H -0.2642 6.5916 -2.0672 0.30
H 1.3594 5.9760 -1.8141 0.31
H 0.9172 6.6941 -3.4464 0.34
H -2.6249 0.6966 -4.0436 0.33
```

C27H42Cl2N2O6 | the ωB97M-V functional and the def2-TZVPD basis

Lowest unoccupied orbital energy ... -0.540 eV
SMILES ... CCCCCCCCCCCCCCCC(=O)OC[C@@H](NC(=O)C(Cl)Cl)[C@@H](O)c1ccc([N+](=O)[O-])cc1
ΔE to the lowest compared entry with this formula, charge and spin ... 1.93 kcal per mole
DFT total energy ... -2535.33847 a.u.
Frontier orbital gap ... 9.30 eV

Geometry as XYZ:
```
79
Properties=species:S:1:pos:R:3:mulliken_charge:R:1
C -4.4761 -1.0388 -3.1767 -1.22
H -3.4064 -1.1085 -2.9859 0.06
C -5.1848 -0.3638 -2.0084 -0.02
C -4.6230 1.0294 -1.7366 -0.03
C -5.3141 1.7067 -0.5539 -0.65
C -4.7662 3.1082 -0.2481 -0.95
C -3.7327 3.1530 0.8796 -0.92
C -2.4706 2.3445 0.5902 0.14
C -1.3674 2.5646 1.6311 -0.13
C -0.5413 3.8241 1.3681 -0.46
C 0.5867 4.0230 2.3832 -1.25
C 1.7278 3.0078 2.2776 -0.05
C 2.6389 3.2343 1.0716 -0.74
C 3.7077 2.1472 0.9739 0.34
C 4.6284 2.3419 -0.2288 -0.61
H 4.0332 2.4394 -1.1386 0.21
H 5.2016 3.2620 -0.1025 0.46
C 5.6049 1.1688 -0.4052 -0.87
C 4.8473 -0.0572 -0.8375 0.82
O 4.3245 -0.2086 -1.9121 -0.64
O 4.7993 -0.9787 0.1370 -0.40
C 4.0524 -2.1613 -0.1203 -1.13
C 2.5858 -1.9790 0.2715 0.50
N 1.9323 -1.0292 -0.6011 0.45
C 1.0657 -0.1294 -0.1192 -0.78
O 0.7318 -0.0540 1.0441 -0.77
C 0.4395 0.7941 -1.1611 1.64
Cl -0.8273 -0.1453 -1.9798 -0.12
H -0.0435 1.6400 -0.6683 -1.21
Cl 1.6128 1.3989 -2.3454 -0.10
H 2.2537 -0.9615 -1.5595 0.48
H 2.5316 -1.5654 1.2877 0.33
C 1.8328 -3.3438 0.2519 -1.47
C 0.3826 -3.0773 0.5943 1.37
C 0.0219 -2.7349 1.8952 -0.24
C -1.2794 -2.3907 2.1943 -0.78
C -2.2320 -2.4011 1.1836 -0.14
C -1.8969 -2.7617 -0.1144 -0.31
C -0.5874 -3.0947 -0.4019 -0.66
H -0.3140 -3.3599 -1.4117 0.32
H -2.6581 -2.7597 -0.8795 0.64
N -3.5892 -2.0274 1.4903 1.10
O -3.8138 -1.5644 2.5879 -0.63
O -4.4279 -2.2003 0.6309 -0.66
H -1.5691 -2.1000 3.1919 0.50
H 0.7610 -2.7053 2.6822 0.19
O 2.4569 -4.2733 1.0936 -0.60
H 2.2940 -4.0333 2.0139 0.45
H 1.9073 -3.7713 -0.7539 0.56
H 4.4980 -2.9501 0.4879 0.42
H 4.1294 -2.4200 -1.1823 0.44
H 6.3251 1.4150 -1.1868 0.42
H 6.1274 0.9611 0.5278 0.31
H 3.2120 1.1772 0.9021 -0.52
H 4.3045 2.1420 1.8891 0.39
H 2.0498 3.2314 0.1529 0.17
H 3.1188 4.2126 1.1533 0.54
H 1.3198 1.9978 2.2322 -0.21
H 2.3346 3.0744 3.1841 0.55
H 0.1584 3.9634 3.3862 0.41
H 1.0002 5.0276 2.2614 0.36
H -0.1206 3.7865 0.3600 0.15
H -1.1971 4.6968 1.4085 0.53
H -0.7098 1.6950 1.6366 -0.31
H -1.8209 2.6330 2.6220 0.77
H -2.7277 1.2841 0.5727 -0.34
H -2.0988 2.6160 -0.4020 0.39
H -4.1896 2.7792 1.7988 0.33
H -3.4577 4.1970 1.0490 0.35
H -4.3259 3.5286 -1.1555 0.41
H -5.5944 3.7598 0.0405 0.36
H -5.2216 1.0756 0.3320 0.20
H -6.3796 1.7798 -0.7841 0.55
H -3.5522 0.9475 -1.5479 -0.36
H -4.7529 1.6487 -2.6286 0.44
H -5.0770 -0.9802 -1.1136 0.05
H -6.2524 -0.2884 -2.2270 0.35
H -4.8659 -2.0420 -3.3332 0.39
H -4.6184 -0.4683 -4.0926 0.44
```

- Among the records above, which one has the lowest frontier orbital gap?
  C27H42BBrN4O8PS

- Among the records above, which one has the lowest DFT total energy?
  C27H42BBrN4O8PS

- Which of these has the lowest lowest unoccupied orbital energy?
  C27H42BBrN4O8PS

- What is the DFT total energy in the second record?
  -2535.33847 a.u.